Record 1
{
  "formula": "C35H36BrF3N3O10S2Zr",
  "method": "ωB97M-V with the def2-TZVPD basis set",
  "e_above_lowest_kcal_mol": 0.00,
  "e_tot_ev": -162973.030,
  "homo_energy_ev": -10.558,
  "charge": 1,
  "orbital_gap_ev": 7.75,
  "symbols": ["Zr", "C", "O", "C", "C", "C", "Br", "C", "C", "C", "O", "C", "N", "C", "C", "C", "C", "C", "C", "N", "H", "H", "H", "H", "H", "H", "H", "H", "H", "H", "H", "O", "C", "O", "H", "F", "C", "F", "F", "S", "O", "O", "O", "C", "C", "C", "C", "C", "C", "N", "C", "C", "C", "C", "C", "C", "C", "O", "O", "C", "C", "H", "H", "H", "H", "H", "H", "H", "H", "H", "H", "H", "H", "H", "H", "C", "C", "S", "O", "C", "C", "H", "H", "H", "H", "H", "H", "H", "H", "H", "H"],
  "positions_angstrom": [[-0.1524, 0.2217, 0.2293], [-1.0447, -3.3570, 1.0407], [-0.4618, -2.1052, 1.4617], [-0.0495, -2.0400, 2.7712], [-0.6492, -2.6635, 3.8429], [-0.1042, -2.4625, 5.1059], [-0.9025, -3.3257, 6.5839], [0.9901, -1.6475, 5.3058], [1.5683, -0.9923, 4.2174], [1.0552, -1.2291, 2.9570], [1.5206, -0.6374, 1.8120], [2.7049, -0.0665, 4.3392], [3.8064, -0.2090, 3.6499], [4.6121, 0.8523, 4.0447], [5.9144, 1.1721, 3.6639], [6.4850, 2.2979, 4.2211], [5.7794, 3.1046, 5.1315], [4.4911, 2.7987, 5.5234], [3.9290, 1.6508, 4.9718], [2.6995, 1.0408, 5.1332], [-0.6776, -4.1544, 1.6824], [-0.7220, -3.5459, 0.0237], [-2.1306, -3.2989, 1.0875], [-1.5181, -3.2941, 3.7175], [1.3939, -1.5101, 6.2997], [2.4157, -0.2679, 1.9397], [6.4514, 0.5486, 2.9613], [7.4988, 2.5696, 3.9562], [6.2622, 3.9816, 5.5428], [3.9541, 3.4156, 6.2321], [1.9395, 1.3382, 5.7275], [2.0106, 0.4653, -0.3829], [1.6682, 1.2443, -1.3034], [0.4333, 1.4953, -1.4467], [2.4054, 1.6995, -1.9696], [-2.2514, -1.1291, -4.1354], [-1.3711, -0.5473, -3.3400], [-0.2161, -0.4120, -3.9696], [-1.8298, 0.6485, -2.9840], [-1.1256, -1.6160, -1.8296], [0.2528, -1.3137, -1.3568], [-1.3722, -2.9462, -2.2451], [-1.9664, -1.0124, -0.7674], [5.9912, 5.6720, 2.0067], [4.5786, 5.9456, 2.4465], [4.2187, 7.2115, 2.8918], [2.9164, 7.4987, 3.2733], [1.9525, 6.5100, 3.2070], [2.3081, 5.2339, 2.7884], [1.3043, 4.2189, 2.7079], [0.7585, 3.5852, 3.7806], [0.9312, 4.0900, 5.0889], [0.3322, 3.4837, 6.1665], [-0.4682, 2.3386, 6.0178], [-0.6276, 1.8164, 4.7590], [-0.0169, 2.4049, 3.6369], [-0.1009, 1.6747, 2.3896], [0.5332, 2.0043, 1.3257], [-0.7630, 0.5773, 2.3098], [3.6133, 4.9289, 2.4043], [3.9783, 3.5541, 1.9183], [6.5999, 6.5716, 2.0765], [6.0229, 5.3201, 0.9733], [6.4553, 4.8982, 2.6217], [4.9711, 7.9900, 2.9285], [2.6535, 8.4944, 3.6051], [0.9223, 6.7136, 3.4716], [1.2255, 3.7315, 1.8294], [1.5414, 4.9701, 5.2316], [0.4834, 3.9046, 7.1533], [-0.9427, 1.8807, 6.8742], [-1.2051, 0.9140, 4.6048], [3.2729, 2.7994, 2.2643], [4.9675, 3.2656, 2.2673], [3.9970, 3.5153, 0.8243], [-2.5602, 4.4859, 0.1143], [-3.5134, 3.3802, 0.5485], [-3.2189, 1.9128, -0.4422], [-1.8213, 1.5071, 0.0285], [-4.3779, 0.7485, 0.2979], [-4.1703, 0.4498, 1.7719], [-2.6769, 5.3442, 0.7742], [-2.7625, 4.8093, -0.9062], [-1.5257, 4.1484, 0.1777], [-4.5608, 3.6442, 0.3866], [-3.3677, 3.1036, 1.5925], [-4.2701, -0.1467, -0.3143], [-5.3596, 1.1789, 0.0837], [-3.1545, 0.1117, 1.9699], [-4.8585, -0.3418, 2.0679], [-4.3751, 1.3136, 2.4027]],
  "forces_ev_per_a": [[0.33, -0.17, 0.53], [-0.05, -0.01, 0.04], [-0.24, 0.15, -0.08], [0.17, -0.08, -0.02], [-0.08, -0.05, -0.10], [-0.05, -0.05, 0.11], [0.01, 0.01, -0.01], [-0.02, 0.20, 0.03], [-0.08, 0.01, -0.04], [0.17, -0.08, 0.10], [-0.11, 0.05, -0.15], [0.02, -0.05, -0.02], [-0.06, 0.13, -0.15], [-0.02, 0.03, -0.02], [0.02, -0.02, 0.03], [0.01, 0.00, 0.02], [0.00, -0.01, -0.01], [-0.01, 0.00, 0.01], [0.03, 0.01, -0.05], [0.08, -0.16, 0.22], [0.01, 0.00, 0.00], [-0.01, 0.01, -0.01], [-0.01, 0.01, 0.00], [0.01, 0.01, -0.01], [0.01, 0.01, -0.01], [0.10, -0.06, -0.01], [-0.01, 0.00, 0.01], [-0.01, 0.00, 0.00], [-0.01, 0.00, -0.01], [0.00, 0.00, -0.01], [-0.02, 0.04, -0.06], [-0.13, 0.05, -0.07], [-0.02, -0.02, -0.01], [-0.07, 0.07, -0.04], [0.01, 0.00, -0.01], [-0.02, 0.01, 0.01], [-0.02, -0.08, 0.00], [-0.01, -0.01, 0.00], [0.02, 0.01, 0.01], [0.28, 0.03, 0.06], [0.09, 0.03, -0.10], [-0.16, -0.02, 0.07], [-0.01, 0.06, -0.09], [-0.02, 0.00, 0.00], [-0.02, 0.00, 0.00], [0.03, -0.01, 0.00], [-0.01, 0.01, 0.01], [0.00, 0.00, 0.03], [-0.04, 0.00, 0.01], [-0.02, -0.04, 0.07], [0.00, 0.11, -0.08], [0.01, 0.00, 0.04], [-0.02, -0.03, -0.02], [0.04, 0.04, 0.01], [0.02, -0.04, 0.03], [0.03, 0.02, 0.01], [0.02, -0.24, 0.03], [-0.10, 0.09, 0.02], [-0.27, 0.18, -0.27], [0.00, 0.03, -0.03], [0.00, 0.00, -0.03], [0.00, 0.00, 0.00], [0.00, 0.00, 0.01], [0.00, 0.00, 0.02], [0.00, -0.01, 0.00], [0.00, 0.00, -0.01], [0.01, 0.00, 0.00], [0.04, -0.07, 0.00], [0.00, -0.01, 0.01], [0.00, 0.00, -0.01], [0.00, 0.00, 0.00], [0.00, 0.00, 0.00], [0.00, 0.00, 0.00], [-0.03, 0.01, -0.02], [0.00, 0.01, 0.00], [-0.01, -0.02, 0.02], [0.02, 0.03, -0.03], [-0.02, 0.03, -0.04], [0.08, -0.11, 0.09], [0.04, -0.03, 0.00], [0.00, 0.01, 0.01], [-0.01, 0.00, 0.00], [0.01, -0.01, 0.00], [0.00, 0.00, 0.01], [0.00, 0.01, 0.00], [0.01, -0.02, 0.00], [0.00, 0.00, 0.01], [0.00, 0.03, -0.02], [0.02, 0.01, 0.00], [0.00, 0.00, -0.01], [0.00, 0.00, 0.00]]
}

Record 2
{
  "formula": "C17H22MnN5OPS",
  "method": "ωB97M-V with the def2-TZVPD basis set",
  "spin_multiplicity": 2,
  "e_tot_ev": -78925.082,
  "homo_energy_ev": [-7.543, -7.397],
  "charge": 0,
  "orbital_gap_ev": [7.70, 7.55],
  "symbols": ["Mn", "C", "O", "H", "H", "H", "C", "N", "C", "N", "C", "N", "C", "P", "C", "C", "H", "H", "H", "H", "H", "H", "H", "H", "H", "H", "H", "H", "N", "C", "C", "C", "C", "C", "C", "C", "H", "H", "H", "H", "S", "C", "C", "N", "C", "H", "H", "H"],
  "positions_angstrom": [[-0.7921, -1.1558, 0.9438], [-0.9255, -0.7365, 3.9547], [-1.3457, -0.9978, 2.6521], [-1.2264, -1.5450, 4.6312], [-1.3700, 0.1932, 4.3320], [0.1652, -0.6417, 4.0202], [-0.0995, 2.9431, -2.4757], [0.7599, 2.8732, -1.2981], [0.2133, 3.7606, -0.2735], [-1.1807, 3.4879, 0.0734], [-1.9781, 3.5321, -1.1508], [-1.5049, 2.6388, -2.2090], [-1.6787, 1.2332, -1.8343], [-0.7452, 0.7794, -0.3015], [0.8808, 1.4995, -0.8047], [-1.3165, 2.1938, 0.7447], [0.2779, 2.2563, -3.2359], [-0.0479, 3.9600, -2.8714], [0.2699, 4.7839, -0.6515], [0.8269, 3.6890, 0.6263], [-1.9453, 4.5531, -1.5376], [-3.0144, 3.2856, -0.9114], [-1.3474, 0.5996, -2.6624], [-2.7426, 1.0298, -1.6826], [1.3306, 0.8704, -1.5777], [1.5614, 1.4723, 0.0492], [-0.7386, 2.1953, 1.6727], [-2.3606, 2.0338, 1.0257], [6.4568, -2.3305, 0.3196], [5.3237, -2.1502, 0.4010], [3.9123, -1.9236, 0.4997], [3.4050, -1.0704, 1.4808], [2.0399, -0.8676, 1.5695], [1.1142, -1.4920, 0.7111], [1.6704, -2.3459, -0.2572], [3.0343, -2.5617, -0.3731], [4.0870, -0.5770, 2.1618], [1.6788, -0.1923, 2.3420], [1.0221, -2.8741, -0.9494], [3.4279, -3.2258, -1.1324], [-2.9739, -4.9022, -0.2729], [-2.2933, -4.2558, -1.7008], [-1.6700, -3.0850, -1.4271], [-1.7161, -2.7022, -0.1098], [-2.3766, -3.5765, 0.6085], [-2.3864, -4.7491, -2.6525], [-1.1653, -2.4512, -2.1393], [-2.5166, -3.4538, 1.6726]],
  "forces_ev_per_a": [[-0.26, 0.39, -0.38], [-0.09, 0.03, 0.01], [0.10, -0.14, 0.22], [0.00, 0.02, 0.00], [0.02, -0.01, 0.00], [0.00, 0.00, 0.01], [0.01, 0.04, -0.03], [-0.04, -0.01, 0.01], [0.03, 0.05, 0.00], [-0.01, -0.03, -0.02], [0.00, 0.03, -0.01], [0.00, -0.03, 0.04], [-0.06, 0.04, -0.05], [-0.02, -0.29, 0.17], [0.06, 0.01, -0.04], [-0.02, 0.10, -0.02], [0.00, 0.00, 0.00], [0.00, -0.01, 0.00], [0.01, 0.00, 0.01], [0.00, -0.01, 0.00], [0.00, -0.01, 0.00], [0.00, 0.00, 0.00], [0.01, -0.01, 0.01], [0.01, -0.01, 0.02], [-0.01, -0.01, 0.01], [-0.02, -0.01, 0.00], [0.01, 0.00, -0.02], [0.01, -0.01, -0.01], [0.00, 0.00, 0.00], [0.10, 0.00, -0.03], [-0.07, 0.02, 0.04], [0.00, -0.03, -0.06], [-0.08, 0.03, -0.01], [0.39, -0.15, 0.09], [-0.04, 0.05, 0.01], [0.00, 0.03, 0.02], [0.00, 0.00, 0.01], [-0.01, -0.03, 0.01], [-0.02, -0.01, 0.00], [0.00, -0.01, 0.00], [0.03, 0.04, 0.05], [0.00, 0.05, -0.02], [-0.03, 0.05, -0.04], [-0.05, -0.14, 0.10], [0.06, 0.09, -0.09], [-0.01, -0.02, -0.01], [0.02, -0.02, -0.01], [-0.02, -0.05, 0.02]]
}